{
  "formula": "C67H169N13O23",
  "method": "wB97M-V/def2-TZVPD",
  "e_tot_ha": -5095.8677,
  "max_force_ev_per_a": 3.6,
  "e_homo_ev": -8.32,
  "homo_lumo_gap_ev": 8.677,
  "e_above_lowest_kcal_mol": 0.3,
  "smiles": "COCCNCCOC.COCCNCCOC.COCCNCCOC.COCCNCCOC.COCCNCCOC.COCCNCCOC.COCCNCCOC.COCCNCCOC.COCCNCCOC.COCCNCCOC.COCCNCCOC.NC(N)=O",
  "lumo_energy_ha": 0.013,
  "elements": ["C", "O", "C", "C", "N", "C", "C", "O", "C", "H", "H", "H", "H", "H", "H", "H", "H", "H", "H", "H", "H", "H", "H", "H", "C", "O", "C", "C", "N", "C", "C", "O", "C", "H", "H", "H", "H", "H", "H", "H", "H", "H", "H", "H", "H", "H", "H", "H", "C", "O", "C", "C", "N", "C", "C", "O", "C", "H", "H", "H", "H", "H", "H", "H", "H", "H", "H", "H", "H", "H", "H", "H", "C", "O", "C", "C", "N", "C", "C", "O", "C", "H", "H", "H", "H", "H", "H", "H", "H", "H", "H", "H", "H", "H", "H", "H", "C", "O", "C", "C", "N", "C", "C", "O", "C", "H", "H", "H", "H", "H", "H", "H", "H", "H", "H", "H", "H", "H", "H", "H", "C", "O", "C", "C", "N", "C", "C", "O", "C", "H", "H", "H", "H", "H", "H", "H", "H", "H", "H", "H", "H", "H", "H", "H", "C", "O", "C", "C", "N", "C", "C", "O", "C", "H", "H", "H", "H", "H", "H", "H", "H", "H", "H", "H", "H", "H", "H", "H", "C", "O", "C", "C", "N", "C", "C", "O", "C", "H", "H", "H", "H", "H", "H", "H", "H", "H", "H", "H", "H", "H", "H", "H", "C", "O", "C", "C", "N", "C", "C", "O", "C", "H", "H", "H", "H", "H", "H", "H", "H", "H", "H", "H", "H", "H", "H", "H", "C", "O", "C", "C", "N", "C", "C", "O", "C", "H", "H", "H", "H", "H", "H", "H", "H", "H", "H", "H", "H", "H", "H", "H", "C", "O", "C", "C", "N", "C", "C", "O", "C", "H", "H", "H", "H", "H", "H", "H", "H", "H", "H", "H", "H", "H", "H", "H", "N", "C", "N", "O", "H", "H", "H", "H"],
  "positions_angstrom": [[2.78, -1.97, -3.44], [2.83, -1.82, -4.87], [3.85, -0.95, -5.30], [3.59, -0.64, -6.75], [2.22, -0.07, -6.89], [1.88, 0.08, -8.30], [0.43, 0.21, -8.46], [-0.18, -1.07, -8.07], [-1.61, -1.02, -8.11], [3.72, -2.35, -3.14], [1.92, -2.63, -3.18], [2.57, -0.98, -2.94], [4.81, -1.45, -5.09], [3.71, -0.03, -4.72], [3.71, -1.44, -7.40], [4.28, 0.19, -7.08], [1.61, -0.78, -6.49], [2.27, -0.73, -8.86], [2.30, 1.00, -8.64], [0.16, 0.49, -9.46], [0.04, 1.01, -7.87], [-2.04, -0.74, -9.07], [-1.92, -0.30, -7.31], [-1.99, -1.95, -7.72], [-3.32, 5.62, 6.55], [-2.54, 4.50, 6.28], [-3.25, 3.44, 5.71], [-3.39, 3.72, 4.17], [-2.11, 4.09, 3.53], [-1.13, 3.00, 3.47], [-0.05, 3.27, 2.41], [0.70, 4.42, 2.56], [1.59, 4.25, 3.64], [-2.65, 6.35, 7.10], [-4.13, 5.39, 7.27], [-3.77, 6.08, 5.65], [-4.25, 3.37, 6.13], [-2.77, 2.46, 5.88], [-4.13, 4.51, 3.97], [-3.80, 2.86, 3.65], [-1.73, 4.92, 3.90], [-1.60, 2.10, 3.17], [-0.71, 2.78, 4.49], [-0.58, 3.24, 1.47], [0.63, 2.40, 2.36], [1.17, 3.86, 4.53], [1.91, 5.23, 3.86], [2.46, 3.71, 3.36], [-1.01, -3.35, 3.05], [-1.73, -2.38, 2.31], [-1.46, -1.06, 2.57], [-1.33, -0.26, 1.30], [-0.27, -0.78, 0.45], [-0.34, -0.30, -0.91], [0.10, 1.16, -0.99], [-1.02, 2.01, -0.74], [-0.91, 3.35, -1.19], [-1.07, -3.13, 4.11], [0.07, -3.45, 2.77], [-1.57, -4.21, 2.72], [-0.64, -0.89, 3.24], [-2.30, -0.57, 3.08], [-1.26, 0.80, 1.47], [-2.35, -0.28, 0.86], [-0.46, -1.79, 0.29], [-1.32, -0.27, -1.36], [0.25, -0.98, -1.55], [0.55, 1.43, -1.97], [0.96, 1.42, -0.29], [-1.00, 3.48, -2.29], [0.06, 3.86, -0.86], [-1.75, 3.89, -0.65], [1.23, 6.76, -8.36], [1.26, 6.43, -7.03], [0.03, 6.28, -6.36], [0.20, 6.59, -4.85], [-0.96, 6.01, -4.12], [-1.69, 6.86, -3.09], [-0.85, 7.30, -1.83], [-0.73, 6.25, -0.96], [0.05, 6.54, 0.13], [0.61, 6.10, -8.96], [2.26, 6.68, -8.72], [0.86, 7.84, -8.41], [-0.29, 5.18, -6.44], [-0.76, 6.90, -6.79], [0.27, 7.65, -4.63], [1.10, 6.05, -4.58], [-0.66, 5.15, -3.69], [-2.44, 6.16, -2.72], [-2.20, 7.65, -3.68], [-1.35, 8.15, -1.33], [0.08, 7.73, -2.19], [1.08, 6.76, -0.20], [0.13, 5.70, 0.81], [-0.35, 7.44, 0.67], [3.50, -0.85, 0.09], [3.80, 0.50, -0.01], [5.15, 0.75, -0.21], [5.47, 2.18, -0.62], [4.69, 2.62, -1.76], [3.31, 2.96, -1.45], [2.58, 3.42, -2.70], [2.39, 2.44, -3.67], [1.68, 2.87, -4.80], [3.97, -1.41, -0.70], [2.40, -0.84, -0.04], [3.78, -1.25, 1.06], [5.55, 0.05, -1.01], [5.82, 0.41, 0.66], [6.47, 2.20, -0.90], [5.34, 2.82, 0.22], [4.80, 1.86, -2.43], [3.45, 3.86, -0.78], [2.66, 2.15, -0.99], [3.09, 4.25, -3.17], [1.61, 3.78, -2.36], [1.79, 2.15, -5.57], [2.10, 3.83, -5.19], [0.61, 2.92, -4.48], [4.53, -3.93, 5.79], [4.04, -5.04, 5.08], [3.25, -4.73, 3.96], [3.86, -3.63, 3.18], [5.17, -4.02, 2.65], [6.02, -2.91, 2.23], [7.45, -3.30, 2.02], [7.84, -3.86, 3.27], [9.18, -4.32, 3.19], [5.15, -4.31, 6.60], [3.78, -3.31, 6.19], [5.05, -3.17, 5.28], [2.23, -4.42, 4.33], [3.20, -5.75, 3.38], [4.03, -2.67, 3.72], [3.10, -3.48, 2.41], [5.63, -4.42, 3.47], [6.01, -2.11, 3.02], [5.67, -2.51, 1.28], [8.01, -2.39, 1.90], [7.51, -3.97, 1.19], [9.54, -4.88, 2.26], [9.41, -4.92, 4.03], [9.79, -3.42, 3.27], [-4.75, -5.45, -6.60], [-3.50, -4.77, -6.71], [-2.50, -4.97, -5.71], [-2.16, -3.67, -5.03], [-3.10, -3.40, -3.91], [-2.91, -2.23, -3.14], [-3.81, -2.33, -1.93], [-3.17, -3.32, -1.16], [-3.88, -3.42, 0.02], [-5.27, -5.08, -5.67], [-4.62, -6.58, -6.51], [-5.31, -5.11, -7.45], [-1.65, -5.38, -6.25], [-2.85, -5.63, -4.95], [-2.24, -2.87, -5.73], [-1.18, -3.65, -4.53], [-3.02, -4.12, -3.20], [-3.20, -1.30, -3.65], [-1.96, -2.15, -2.71], [-4.83, -2.66, -2.17], [-3.86, -1.37, -1.37], [-3.80, -2.42, 0.62], [-3.35, -4.10, 0.69], [-4.93, -3.79, -0.11], [-0.23, -4.65, -1.58], [0.60, -3.62, -1.08], [1.62, -4.17, -0.29], [2.83, -4.74, -1.04], [4.09, -4.12, -0.70], [5.35, -4.78, -1.02], [6.41, -3.90, -1.60], [6.65, -2.79, -0.74], [7.46, -1.85, -1.26], [0.35, -5.41, -2.01], [-0.79, -4.19, -2.39], [-0.82, -5.08, -0.78], [1.21, -4.86, 0.43], [1.95, -3.25, 0.24], [2.66, -4.55, -2.11], [2.82, -5.83, -0.85], [4.10, -3.79, 0.30], [5.12, -5.48, -1.82], [5.81, -5.29, -0.16], [6.13, -3.39, -2.55], [7.39, -4.37, -1.72], [8.37, -2.23, -1.70], [7.80, -1.20, -0.48], [7.03, -1.14, -1.99], [3.23, 1.33, 2.46], [2.92, 1.36, 3.84], [2.78, 0.07, 4.40], [1.69, 0.02, 5.52], [1.55, -1.38, 5.99], [0.92, -1.49, 7.25], [-0.63, -1.25, 7.28], [-1.16, -2.04, 6.19], [-2.39, -1.42, 5.77], [4.20, 0.82, 2.30], [3.29, 2.39, 2.15], [2.50, 0.69, 1.98], [3.68, -0.23, 4.92], [2.48, -0.67, 3.64], [0.67, 0.45, 5.20], [1.95, 0.63, 6.43], [1.02, -1.94, 5.30], [1.33, -0.76, 7.93], [1.14, -2.52, 7.54], [-0.95, -0.22, 7.16], [-1.03, -1.41, 8.28], [-3.13, -1.36, 6.60], [-2.74, -1.86, 4.82], [-2.15, -0.37, 5.50], [-4.77, -2.96, 3.06], [-5.11, -1.63, 3.26], [-6.33, -1.59, 4.06], [-6.82, -0.14, 4.29], [-5.98, 0.69, 5.05], [-6.79, 1.71, 5.67], [-7.66, 2.53, 4.63], [-6.62, 3.26, 3.91], [-7.31, 4.20, 3.03], [-5.59, -3.39, 2.50], [-4.63, -3.50, 4.03], [-3.84, -3.03, 2.49], [-6.32, -2.09, 4.97], [-7.10, -1.97, 3.38], [-7.79, -0.19, 4.77], [-6.97, 0.29, 3.30], [-5.13, 0.98, 4.56], [-6.16, 2.45, 6.13], [-7.37, 1.20, 6.41], [-8.33, 3.20, 5.19], [-8.23, 1.97, 3.94], [-6.52, 4.74, 2.44], [-7.98, 4.95, 3.56], [-7.90, 3.64, 2.36], [-0.17, 0.30, -4.31], [-1.15, 1.18, -3.83], [-2.22, 1.36, -4.74], [-3.26, 2.27, -4.17], [-3.71, 1.70, -2.94], [-4.84, 2.44, -2.35], [-4.90, 2.11, -0.88], [-3.77, 2.70, -0.28], [-3.86, 2.55, 1.19], [0.08, 0.55, -5.35], [-0.59, -0.72, -4.32], [0.76, 0.40, -3.74], [-2.57, 0.33, -4.93], [-1.92, 1.83, -5.72], [-4.08, 2.23, -4.89], [-2.90, 3.32, -4.05], [-2.91, 1.65, -2.28], [-5.79, 2.17, -2.89], [-4.71, 3.49, -2.32], [-4.85, 1.08, -0.76], [-5.83, 2.49, -0.40], [-4.86, 2.86, 1.56], [-3.18, 3.27, 1.67], [-3.64, 1.53, 1.44], [-2.09, -6.12, 5.37], [-0.72, -5.97, 5.41], [-0.01, -6.54, 4.41], [-0.25, -5.34, 6.35], [-2.39, -7.00, 5.01], [-2.40, -6.09, 6.33], [1.01, -6.40, 4.48], [-0.33, -7.05, 3.65]]
}